Molecular formula: C5H24N2O7
Method: DFT, ωB97M-V with the def2-TZVPD basis set

Last column: Mulliken charge in e.
CARTESIAN COORDINATES (ANGSTROEM)
1 C -3.068 -1.884 1.323  -1.4536
2 C -2.144 -1.238 0.331  1.0113
3 O -1.027 -1.736 0.155  -0.6126
4 N -2.566 -0.291 -0.548  0.1694
5 C -3.820 0.430 -0.329  -1.0691
6 C -1.840 0.063 -1.741  -0.9167
7 C -1.029 1.365 -1.618  -0.6847
8 N 0.276 1.297 -0.947  -0.3931
9 H -4.097 -1.901 0.981  0.4254
10 H -2.725 -2.895 1.512  0.3434
11 H -2.903 -1.354 2.262  0.2970
12 H -3.555 1.469 -0.133  0.2957
13 H -4.434 -0.005 0.450  0.3897
14 H -4.452 0.418 -1.220  0.3142
15 H -1.147 -0.755 -1.872  0.3789
16 H -2.454 0.209 -2.630  0.4340
17 H -0.868 1.818 -2.598  0.2545
18 H -1.617 2.051 -1.004  0.3553
19 H 0.193 1.591 0.015  0.2384
20 H 0.682 0.376 -0.992  0.1871
21 O 3.701 2.053 0.269  -0.6366
22 H 3.421 1.176 -0.025  0.3580
23 H 3.552 2.622 -0.490  0.3107
24 O 0.086 0.900 2.800  -0.6195
25 H 0.492 0.849 3.667  0.2912
26 H 0.712 1.435 2.303  0.3586
27 O 4.009 -0.560 -2.839  -0.6442
28 H 3.796 -0.075 -2.035  0.3040
29 H 3.169 -0.971 -3.072  0.3177
30 O 1.506 -2.820 -0.360  -0.7004
31 H 0.786 -2.361 0.098  0.4329
32 H 1.145 -3.689 -0.550  0.2695
33 O 2.715 1.698 2.878  -0.6761
34 H 3.049 2.537 2.556  0.2927
35 H 2.921 1.029 2.215  0.3254
36 O 2.609 -0.634 0.668  -0.5165
37 H 1.776 -0.893 0.266  0.2684
38 H 3.150 -1.324 0.254  0.2999

The HOMO energy comes out at -9.25 eV. Its total energy is -22887.35451 eV. Its energy above the lowest of the compared OMol25 structures with the same formula, charge and spin is 138.77 kJ/mol. As for the frontier orbital gap: 9.72 eV. Its SMILES is CC(=O)N(C)CCN.O.O.O.O.O.O.

=====

Molecular formula: C4H4N4
Method: DFT, ωB97M-V with the def2-TZVPD basis set

Last column: Mulliken charge in e.
CARTESIAN COORDINATES (ANGSTROEM)
1 H 2.566 -0.268 0.854  0.2579
2 N 2.057 -0.852 0.190  -0.6641
3 C 1.073 -0.213 -0.221  0.5462
4 C 0.685 1.143 0.247  -0.1043
5 N -0.441 1.440 0.740  -0.2737
6 N -1.198 0.373 1.147  -0.3769
7 C -1.562 -0.474 0.255  -0.0122
8 C -0.988 -0.691 -1.085  0.0010
9 N 0.294 -0.697 -1.323  -0.4609
10 H 1.340 1.969 -0.058  0.3694
11 H -2.403 -1.104 0.607  0.3823
12 H -1.731 -1.033 -1.855  0.3354

The HOMO energy comes out at -10.23 eV. Its total energy is -10170.03760 eV. Its energy above the lowest of the compared OMol25 structures with the same formula, charge and spin is 270.18 kJ/mol. As for the frontier orbital gap: 9.64 eV. Its SMILES is [H]/N=c1\cnnccn1.

=====

Molecular formula: C3H3N3O2
Method: DFT, ωB97M-V with the def2-TZVPD basis set

Last column: Mulliken charge in e.
CARTESIAN COORDINATES (ANGSTROEM)
1 N -0.081 1.275 -2.152  -0.5231
2 C -0.099 0.904 -0.802  0.6549
3 O -1.063 0.349 -0.359  -0.5492
4 C 1.050 1.284 0.118  -0.7517
5 C 0.939 0.738 1.289  0.7232
6 O 0.822 0.038 2.289  -0.4115
7 H 0.365 2.171 -2.615  0.2654
8 H -1.070 1.152 -2.419  0.2776
9 H 2.033 1.671 -0.207  0.3060
10 N -0.128 -2.404 0.292  0.0209
11 N -1.326 -2.535 -0.116  -0.0126

The HOMO energy comes out at -9.98 eV. Its total energy is -11722.81834 eV. Its energy above the lowest of the compared OMol25 structures with the same formula, charge and spin is 302.84 kJ/mol. As for the frontier orbital gap: 10.36 eV. Its SMILES is NC(=O)C=C=O.N#N.

=====

Molecular formula: C6H13N3
Method: DFT, ωB97M-V with the def2-TZVPD basis set

Last column: Mulliken charge in e.
CARTESIAN COORDINATES (ANGSTROEM)
1 C 0.335 1.164 -0.568  0.2698
2 C -1.898 0.015 1.523  -1.2396
3 C -0.374 2.392 -0.065  -1.3213
4 C 0.328 -2.098 -1.515  -1.1131
5 C -0.732 -0.488 0.724  0.3531
6 C 0.654 -1.713 -0.106  0.5953
7 N 1.660 1.057 -0.493  -0.7118
8 N -0.385 -1.711 0.863  -0.6027
9 N 1.886 -1.383 0.178  -0.5441
10 H -0.106 0.710 -1.450  0.3436
11 H 2.046 -0.222 -0.285  0.4327
12 H 2.038 1.625 0.264  0.2323
13 H 2.018 -1.280 1.182  0.3520
14 H -1.605 0.875 2.129  0.2742
15 H -2.695 0.351 0.854  0.2644
16 H -2.292 -0.766 2.181  0.3787
17 H -0.117 3.244 -0.703  0.3793
18 H -0.072 2.630 0.956  0.3388
19 H -1.455 2.269 -0.087  0.3011
20 H -0.689 -1.825 -1.778  0.3269
21 H 0.417 -3.189 -1.591  0.3482
22 H 1.037 -1.658 -2.215  0.3422

The HOMO energy comes out at -7.35 eV. Its total energy is -10899.47094 eV. Its energy above the lowest of the compared OMol25 structures with the same formula, charge and spin is 380.26 kJ/mol. As for the frontier orbital gap: 8.24 eV.

=====

Molecular formula: C6H14N2O2
Method: DFT, ωB97M-V with the def2-TZVPD basis set

Last column: Mulliken charge in e.
CARTESIAN COORDINATES (ANGSTROEM)
1 C 0.576 1.153 -1.464  -1.1320
2 C 0.190 0.292 1.589  -1.3455
3 C -2.061 1.013 0.718  -1.3442
4 C -0.147 -0.142 -1.497  -0.6809
5 C -0.987 -0.134 0.871  0.8008
6 C -0.764 -0.741 -0.464  0.2228
7 N -1.159 -2.026 -0.544  -0.1289
8 N 2.956 -0.704 0.318  -0.4235
9 O -2.308 -2.409 0.101  -0.8869
10 O 4.420 -0.720 0.089  -0.8875
11 H 1.682 1.041 -1.186  0.1027
12 H 0.500 1.569 -2.475  0.3264
13 H 0.274 1.809 -0.641  0.2413
14 H 0.870 -0.584 1.759  0.4387
15 H 0.689 1.079 1.036  0.1106
16 H 0.094 0.521 2.636  0.4645
17 H -1.551 1.927 0.313  0.2347
18 H -2.485 1.359 1.686  0.3712
19 H -2.807 0.670 -0.059  0.3362
20 H -0.206 -0.714 -2.406  0.2780
21 H 2.602 0.287 0.268  0.1775
22 H -1.648 -1.047 1.418  0.3376
23 H -1.090 -2.443 -1.499  0.1917
24 H 2.362 -1.057 -0.568  0.1945

The HOMO energy comes out at 1.35 eV. Its total energy is -13516.25975 eV. The total charge is -2. Its energy above the lowest of the compared OMol25 structures with the same formula, charge and spin is 11.91 kJ/mol. As for the frontier orbital gap: 4.87 eV.

=====

Molecular formula: B3F12MnNO3
Method: DFT, ωB97M-V with the def2-TZVPD basis set

Last column: Mulliken charge in e.
CARTESIAN COORDINATES (ANGSTROEM)
1 Mn 16.492 -6.447 -3.361  1.9917
2 N 17.317 -8.530 -1.926  1.3092
3 O 17.972 -7.456 -2.094  -0.6900
4 O 16.235 -8.631 -2.556  -0.6212
5 O 17.735 -9.419 -1.197  -0.7094
6 B 15.765 -4.706 -1.286  0.4486
7 F 16.829 -4.675 -2.273  -0.3880
8 F 14.993 -3.569 -1.438  -0.3828
9 F 15.020 -5.880 -1.598  -0.4366
10 F 16.319 -4.798 -0.017  -0.3745
11 B 18.040 -6.705 -5.479  0.4229
12 F 17.892 -6.412 -6.816  -0.3696
13 F 16.992 -7.605 -5.059  -0.4128
14 F 19.273 -7.306 -5.200  -0.3927
15 F 17.929 -5.554 -4.641  -0.3213
16 B 14.143 -5.640 -4.883  0.4907
17 F 12.877 -5.161 -4.583  -0.3755
18 F 14.396 -6.852 -4.125  -0.3939
19 F 14.278 -5.905 -6.243  -0.3940
20 F 15.159 -4.746 -4.462  -0.4006

As for the multiplicity: 6. The HOMO energy (spin up / spin down) comes out at -3.48 / -4.22 eV. Its total energy is -73613.52904 eV. The total charge is -2. Its energy above the lowest of the compared OMol25 structures with the same formula, charge and spin is 0.00 kJ/mol. As for the frontier orbital gap (spin up / spin down): 9.17 / 9.91 eV.

=====

Molecular formula: C7H6N2O4S2
Method: DFT, ωB97M-V with the def2-TZVPD basis set

Last column: Mulliken charge in e.
CARTESIAN COORDINATES (ANGSTROEM)
1 C -0.012 -2.391 0.736  -0.8359
2 C -0.098 -2.791 -0.556  -0.3014
3 C -0.903 1.078 -0.377  -0.0350
4 C -1.148 3.255 -0.777  0.6147
5 C -0.143 -0.875 0.916  -0.0174
6 C -0.085 -0.139 -0.459  1.0642
7 C 1.419 0.147 -0.930  -1.3919
8 N -1.980 1.194 0.325  -0.3857
9 N 0.862 -0.309 1.861  1.0768
10 O 0.805 0.905 1.859  -0.5759
11 O -0.996 4.353 -1.185  -0.4781
12 O 1.550 -1.045 2.494  -0.6381
13 O -0.405 2.167 -0.976  -0.2641
14 S -0.719 -1.507 -1.628  -0.1473
15 S -2.573 2.711 0.306  -0.0215
16 H 0.288 -3.033 1.532  0.4061
17 H -0.097 -3.669 -1.188  0.4122
18 H -1.162 -0.505 1.387  0.3810
19 H 1.902 -0.849 -0.864  0.4255
20 H 1.823 1.050 -0.471  0.3701
21 H 1.672 0.252 -2.006  0.3414

The HOMO energy comes out at -9.01 eV. Its total energy is -40192.43741 eV. Its energy above the lowest of the compared OMol25 structures with the same formula, charge and spin is 152.83 kJ/mol. As for the frontier orbital gap: 8.90 eV.

=====

Molecular formula: C55H50BrN3O2P2Sc
Method: DFT, ωB97M-V with the def2-TZVPD basis set

Last column: Mulliken charge in e.
CARTESIAN COORDINATES (ANGSTROEM)
1 Sc -0.322 -0.677 0.628  -2.1482
2 O 4.050 -3.297 -1.581  -0.5644
3 C 3.624 -2.494 -2.614  0.9160
4 C 4.303 -2.425 -3.818  -0.9361
5 C 3.834 -1.592 -4.821  -0.7877
6 C 2.699 -0.824 -4.614  -0.9327
7 C 2.030 -0.903 -3.402  0.4207
8 C 2.474 -1.738 -2.390  -0.6288
9 C 1.726 -1.866 -1.077  0.2273
10 O 0.513 -1.221 -1.039  1.7502
11 N 2.575 -1.290 -0.019  -0.2694
12 N 2.008 -1.427 1.214  0.3137
13 C 2.794 -1.475 2.226  -0.6934
14 C 2.337 -1.590 3.601  -0.0099
15 Br 0.463 -1.736 3.836  -0.0321
16 C 3.121 -1.560 4.685  -0.6760
17 C 4.593 -1.495 4.686  0.3418
18 C 5.222 -0.577 5.525  -0.5427
19 C 6.602 -0.479 5.547  -0.5474
20 C 7.371 -1.314 4.749  -0.4550
21 C 6.755 -2.256 3.939  -0.6334
22 C 5.373 -2.350 3.910  -0.2655
23 H 4.801 -3.831 -1.876  0.3388
24 H 5.195 -3.020 -3.969  0.2946
25 H 4.365 -1.541 -5.760  0.4336
26 H 2.340 -0.161 -5.387  0.4881
27 H 1.160 -0.294 -3.214  0.2161
28 H 1.571 -2.952 -0.874  0.0514
29 H 3.555 -1.577 -0.062  0.4542
30 H 3.872 -1.417 2.080  0.5466
31 H 2.640 -1.556 5.655  0.4926
32 H 4.624 0.068 6.154  0.4303
33 H 7.078 0.245 6.191  0.3982
34 H 8.448 -1.243 4.774  0.4008
35 H 7.352 -2.928 3.340  0.3906
36 H 4.900 -3.116 3.311  0.5539
37 N -1.107 -2.875 0.978  0.2909
38 C -1.809 -3.567 -0.094  0.0899
39 C -1.763 -4.956 -0.138  -0.4679
40 C -2.431 -5.643 -1.138  -0.8200
41 C -3.160 -4.941 -2.090  -0.8528
42 C -3.201 -3.561 -2.043  -0.4998
43 C -2.519 -2.850 -1.054  -0.5421
44 P -2.555 -1.018 -1.036  2.7749
45 C -2.596 -0.656 -2.823  0.6035
46 C -3.639 -0.015 -3.480  -0.7524
47 C -3.558 0.233 -4.844  -0.6979
48 C -2.446 -0.173 -5.564  -0.8539
49 C -1.416 -0.841 -4.916  -0.5634
50 C -1.491 -1.079 -3.556  -0.4789
51 C -4.236 -0.669 -0.410  0.9921
52 C -4.816 0.586 -0.578  -0.0733
53 C -6.072 0.863 -0.063  -0.8678
54 C -6.755 -0.100 0.662  -0.8955
55 C -6.174 -1.344 0.864  -0.8525
56 C -4.930 -1.628 0.325  -1.0394
57 H -1.732 -2.751 1.783  0.2643
58 H -0.340 -3.467 1.309  0.2928
59 H -1.204 -5.497 0.614  0.5048
60 H -2.384 -6.721 -1.171  0.4200
61 H -3.688 -5.471 -2.870  0.4712
62 H -3.756 -3.017 -2.796  0.5597
63 H -4.532 0.283 -2.950  0.5418
64 H -4.376 0.732 -5.343  0.4748
65 H -2.390 0.014 -6.626  0.4100
66 H -0.552 -1.182 -5.469  0.4965
67 H -0.694 -1.609 -3.054  0.2675
68 H -4.290 1.368 -1.113  -0.1054
69 H -6.505 1.840 -0.215  0.4438
70 H -7.732 0.115 1.070  0.4007
71 H -6.697 -2.103 1.428  0.4718
72 H -4.515 -2.617 0.467  0.4001
73 C 1.062 1.940 3.552  -0.9858
74 C 1.566 3.072 2.712  0.3927
75 C 2.401 4.030 3.272  -0.8455
76 C 2.862 5.107 2.530  -0.8612
77 C 2.485 5.242 1.205  -0.8857
78 C 1.654 4.295 0.629  -0.4578
79 C 1.197 3.210 1.368  0.8715
80 P 0.017 2.014 0.659  2.2000
81 C 0.113 2.332 -1.144  0.9144
82 C 1.408 2.083 -1.614  -0.4090
83 C 1.753 2.287 -2.933  -0.8746
84 C 0.772 2.678 -3.834  -1.0431
85 C -0.524 2.860 -3.394  -0.4067
86 C -0.883 2.712 -2.053  0.3673
87 C -2.323 2.967 -1.701  -0.8196
88 C -1.565 2.509 1.378  0.4881
89 C -1.928 3.855 1.450  -0.8172
90 C -3.187 4.219 1.877  -0.8330
91 C -4.092 3.221 2.233  -0.9326
92 C -3.712 1.894 2.225  -0.8045
93 C -2.425 1.500 1.839  0.5440
94 C -1.963 0.087 2.011  -1.5875
95 H 1.575 1.911 4.511  0.5663
96 H 1.224 0.981 3.056  -0.1061
97 H -0.009 2.030 3.743  0.2480
98 H 2.693 3.929 4.309  0.4545
99 H 3.510 5.838 2.988  0.3922
100 H 2.834 6.079 0.619  0.4780
101 H 1.368 4.400 -0.408  0.4218
102 H 2.168 1.727 -0.922  0.3571
103 H 2.767 2.112 -3.259  0.4902
104 H 1.011 2.820 -4.877  0.4235
105 H -1.294 3.130 -4.103  0.4401
106 H -2.941 2.856 -2.591  0.5067
107 H -2.459 3.982 -1.327  0.6016
108 H -2.694 2.299 -0.927  -0.9031
109 H -1.220 4.617 1.146  0.6031
110 H -3.469 5.259 1.926  0.4457
111 H -5.090 3.488 2.550  0.4723
112 H -4.409 1.132 2.551  0.4846
113 H -2.837 -0.555 2.190  0.5148
114 H -1.399 0.085 2.958  0.7496

The HOMO energy comes out at -9.84 eV. Its total energy is -175730.15192 eV. The total charge is +1. Its energy above the lowest of the compared OMol25 structures with the same formula, charge and spin is 12.84 kJ/mol. As for the frontier orbital gap: 7.20 eV.

=====

> Look up the energy above the lowest of the compared OMol25 structures with the same formula, charge and spin of the fourth one.

380.26 kJ/mol

=====

> Which of these has the lowest energy above the lowest of the compared OMol25 structures with the same formula, charge and spin?

B3F12MnNO3

=====

> Which value of energy above the lowest of the compared OMol25 structures with the same formula, charge and spin does entry 4 give?

380.26 kJ/mol

=====

> Look up the energy above the lowest of the compared OMol25 structures with the same formula, charge and spin of the sixth one.

0.00 kJ/mol